1.
Molecular formula: C33H40N3O2
Method: DFT, ωB97M-V/def2-TZVPD

Each line ends with the Mulliken charge.
Atoms and positions in Å:
O (-4.991, 3.314, 1.500)  -0.6593
O (7.035, 1.294, 0.538)  -0.4224
N (0.400, -3.105, -2.590)  -0.4226
N (-2.791, 3.948, 1.198)  0.2644
N (-1.718, 1.859, 1.231)  0.5168
C (3.357, 1.736, 0.758)  -0.9160
C (-3.192, 1.662, 1.395)  0.0175
C (-3.079, 5.368, 1.132)  -1.0006
C (0.122, -3.048, -4.038)  -0.5682
C (0.551, 1.036, 1.112)  0.5953
C (1.526, -5.761, 0.607)  -0.6584
C (-5.268, 0.566, 0.434)  0.4765
C (-5.783, -0.079, 1.546)  -0.2223
C (2.926, 0.409, 0.978)  0.5754
C (-0.797, 0.841, 1.280)  0.3638
C (3.922, -0.587, 1.037)  -0.3157
C (-3.788, 0.779, 0.297)  -0.8368
C (-8.009, 0.208, 0.729)  -0.3793
C (1.134, -3.976, -4.735)  -0.5312
C (5.249, -0.268, 0.894)  -0.6177
C (7.366, 2.643, 0.317)  -0.8203
C (3.323, -3.978, -0.477)  -0.4595
C (2.724, -5.518, 1.246)  -0.4239
C (3.625, -4.626, 0.704)  -0.6154
C (-7.513, 0.858, -0.381)  -0.7275
C (-7.143, -0.257, 1.696)  -0.8104
C (2.118, -4.201, -1.125)  -0.1429
C (1.225, -5.106, -0.573)  -0.2260
C (2.214, -4.296, -3.678)  -0.7313
C (1.552, 0.082, 1.143)  -0.7823
C (-1.433, 3.333, 1.089)  0.1919
C (1.831, -3.480, -2.421)  0.2655
C (-3.814, 3.046, 1.381)  0.3181
C (-6.152, 1.037, -0.525)  -0.2429
C (-0.849, 3.649, -0.285)  -1.5327
C (4.683, 2.044, 0.610)  -0.7226
C (5.666, 1.051, 0.677)  0.9796
C (-0.566, 3.842, 2.238)  -1.5981
H (-8.188, 1.222, -1.138)  0.3889
H (-0.382, 4.910, 2.135)  0.4593
H (3.630, -1.611, 1.190)  0.4544
H (-2.756, 5.779, 0.178)  0.3268
H (0.649, -4.894, -5.084)  0.2511
H (-3.365, 1.212, 2.382)  0.3517
H (6.900, 2.996, -0.603)  0.3535
H (-3.569, 1.248, -0.668)  0.4303
H (-5.105, -0.434, 2.303)  0.3712
H (2.638, 2.532, 0.698)  0.3158
H (0.288, -5.288, -1.070)  0.3996
H (0.398, 3.343, 2.288)  0.4141
H (4.563, -4.432, 1.198)  0.4245
H (2.961, -6.027, 2.166)  0.4145
H (-7.527, -0.763, 2.566)  0.3978
H (-1.071, 3.675, 3.188)  0.3846
H (1.564, -3.507, -5.628)  0.2832
H (3.223, -4.049, -4.028)  0.3349
H (0.823, -6.459, 1.035)  0.4104
H (8.448, 2.726, 0.219)  0.2470
H (0.225, -2.016, -4.396)  0.2682
H (4.025, -3.286, -0.910)  0.4684
H (-5.765, 1.558, -1.383)  0.3437
H (0.866, 2.042, 0.935)  -1.0298
H (0.087, 3.128, -0.471)  0.3631
H (2.412, -2.545, -2.422)  0.3957
H (4.974, 3.064, 0.440)  0.4462
H (-2.576, 5.897, 1.939)  0.3189
H (-1.165, -0.151, 1.457)  0.5704
H (0.201, -2.219, -2.116)  0.1897
H (2.234, -5.363, -3.434)  0.3510
H (-3.286, -0.193, 0.278)  0.4229
H (1.282, -0.946, 1.307)  0.5341
H (-0.912, -3.356, -4.232)  0.3421
H (-1.549, 3.354, -1.065)  0.3536
H (6.006, -1.030, 0.946)  0.4781
H (-0.662, 4.717, -0.383)  0.4724
H (-4.153, 5.518, 1.231)  0.3735
H (7.041, 3.251, 1.162)  0.3499
H (-9.072, 0.074, 0.847)  0.3959

Values from the calculation:
**Energy**: -43428.99112 eV
**Lowest unoccupied orbital energy**: -4.7460 eV
**Charge**: +1
**Orbital gap**: 5.90 eV
**Max |F|**: 3.39 eV Å⁻¹
**E_HOMO**: -10.642 eV

2.
Molecular formula: C2H5N5
Method: DFT, ωB97M-V/def2-TZVPD

Each line ends with the Mulliken charge.
Atoms and positions in Å:
N (0.765, 0.393, 0.000)  -0.2167
N (-1.507, 0.885, 0.198)  -0.0549
N (-2.389, -1.004, -0.063)  -0.2043
N (-2.733, 0.209, -0.065)  -0.3487
N (-1.135, -1.220, 0.182)  -0.3353
C (1.835, -0.490, -0.027)  -0.7028
C (-0.505, 0.029, 0.121)  0.4766
H (1.507, -1.282, -0.766)  0.2700
H (-1.434, 1.906, -0.376)  0.3363
H (2.102, -0.950, 0.947)  0.2508
H (2.690, 0.131, -0.372)  0.2990
H (0.803, 1.393, 0.221)  0.2299

Values from the calculation:
**Energy**: -9602.91911 eV
**Lowest unoccupied orbital energy**: 0.3854 eV
**Charge**: 0
**Orbital gap**: 9.45 eV
**Structure (SMILES)**: CNc1nnn[nH]1
**Max |F|**: 6.46 eV Å⁻¹
**E_HOMO**: -9.067 eV

3.
Molecular formula: C50H135N9O16
Method: DFT, ωB97M-V/def2-TZVPD

Each line ends with the Mulliken charge.
Atoms and positions in Å:
O (0.908, 6.317, -0.574)  -0.5081
O (-1.872, -8.073, 2.495)  -0.3606
O (-4.029, 2.087, 0.063)  0.1294
O (-2.057, -4.809, 8.421)  -0.2798
O (2.096, 3.463, -3.328)  0.4223
O (-1.412, -1.269, 4.698)  -0.4459
O (-4.898, -3.071, 2.282)  -0.6256
O (0.088, 1.374, -1.570)  1.1013
O (1.412, 2.064, 2.934)  0.2193
O (4.966, 2.322, 2.038)  -0.3174
O (3.953, -2.771, -1.539)  -0.0167
O (-2.678, 6.311, -8.139)  -0.4014
O (1.677, -6.333, 0.250)  -0.0541
O (-0.984, -2.692, -3.403)  -0.3832
O (-3.605, 1.674, -4.356)  -0.5254
O (2.699, -2.093, 2.507)  -0.1962
N (-6.299, 4.967, 0.671)  -0.6913
N (-1.450, -4.867, 5.358)  0.3236
N (3.094, 6.131, -2.705)  -0.6249
N (-1.684, -0.056, -3.343)  0.4470
N (0.788, 4.462, 1.717)  -0.3221
N (0.272, -6.429, 3.150)  -0.1129
N (6.162, 0.130, -1.298)  -0.6273
N (-3.211, 3.739, -6.784)  -0.6535
N (0.366, -0.976, 1.153)  1.1537
C (2.934, 5.449, 2.489)  -1.6484
C (-5.272, 4.143, -0.002)  0.7967
C (-2.655, -3.846, 1.995)  -1.5716
C (-1.071, -0.648, -4.580)  0.0292
C (6.605, 0.506, 2.094)  -0.9891
C (-1.614, 4.316, -5.089)  -0.5440
C (0.006, 0.939, -0.234)  0.2182
C (4.015, -2.418, 2.826)  -0.6659
C (0.818, -0.310, -0.071)  0.3006
C (-3.623, -2.695, 1.794)  0.2676
C (-2.243, -9.288, 1.846)  -0.8133
C (0.968, 1.265, 4.009)  -0.6300
C (-0.854, 7.153, -1.906)  -1.4801
C (4.076, -4.180, -1.570)  -0.8665
C (3.900, 4.942, -2.507)  0.2633
C (4.887, -0.635, -1.453)  2.1505
C (2.153, 3.238, 3.351)  -1.0950
C (-4.994, 2.853, 0.782)  -1.0064
C (1.621, -6.132, 2.623)  -0.2701
C (2.029, -6.996, 1.450)  -0.8336
C (-0.345, 0.469, -5.366)  -0.8228
C (-0.243, -3.723, -2.788)  -0.5535
C (1.615, -7.120, -0.904)  -0.8646
C (-2.481, -0.732, 3.973)  -0.0404
C (0.793, -2.378, 1.182)  0.7018
C (4.838, 5.155, -1.321)  -1.4232
C (-0.363, 2.686, -1.706)  0.1679
C (3.048, 3.706, -2.287)  1.8635
C (-1.905, 5.785, -7.103)  -0.8660
C (-0.235, -1.887, -4.244)  -0.3343
C (-1.180, -5.818, 6.418)  -0.6326
C (-2.247, -5.848, 7.488)  -0.7662
C (-3.189, -4.561, 9.233)  -0.7465
C (-3.830, 6.904, -7.668)  -0.6800
C (-4.395, 1.863, -3.182)  0.8558
C (5.209, -2.113, -1.439)  -1.4679
C (-5.344, 0.713, -2.947)  -1.4705
C (-3.610, 0.897, 0.687)  -0.9796
C (-3.992, 4.973, -0.091)  -0.8248
C (2.626, 3.031, -4.537)  -0.8844
C (-1.340, -3.459, 5.716)  -1.1319
C (4.239, -0.175, -2.791)  -0.6805
C (-2.596, 4.913, -6.059)  0.8304
C (2.188, 4.163, 2.140)  1.8189
C (-0.847, -5.967, 2.331)  1.1541
C (2.292, -2.563, 1.280)  1.0029
C (-1.143, -2.640, 4.460)  2.2229
C (5.478, 1.253, 2.825)  -0.0602
C (-1.459, -7.111, 1.564)  -0.8208
C (-0.485, 6.200, -0.804)  1.0294
H (1.899, -0.114, -0.107)  -0.4409
H (-3.586, 7.605, -6.868)  0.3249
H (-5.836, 5.462, 1.438)  0.3176
H (-0.205, -5.716, 6.934)  0.4062
H (0.572, -3.352, -2.148)  0.0442
H (-6.013, 0.586, -3.810)  0.3716
H (0.266, -7.437, 3.265)  0.3557
H (-4.126, -4.743, 8.694)  0.3276
H (-1.066, 0.542, -2.772)  -0.2507
H (4.327, 5.065, -0.359)  0.0092
H (0.392, 3.525, 1.587)  -0.1925
H (4.706, 0.552, 3.160)  0.0760
H (2.816, 5.686, 3.551)  0.4063
H (-4.846, -0.257, -2.897)  0.2456
H (-3.673, 2.008, -2.356)  -0.5288
H (-1.510, 6.659, -6.539)  0.3653
H (-0.493, -5.196, 1.643)  -0.4865
H (5.968, -2.448, -2.160)  0.5429
H (2.572, 6.279, 1.881)  0.3997
H (5.964, 1.084, -1.027)  0.1921
H (-2.207, -6.803, 8.039)  0.4839
H (-1.044, 0.746, -0.016)  -0.4244
H (-4.585, 6.182, -7.336)  0.2165
H (-3.146, 4.373, -0.421)  -0.2389
H (1.155, -6.488, -1.660)  0.0947
H (-0.309, 2.859, -2.775)  0.0098
H (-5.996, 0.918, -2.090)  0.3236
H (-0.086, -2.699, 4.155)  -0.0035
H (-3.253, 0.270, -0.137)  -0.0207
H (-3.163, -5.295, 10.053)  0.3050
H (-1.012, 6.495, 0.114)  0.3191
H (0.585, 0.100, -5.802)  0.4830
H (-5.569, 3.764, -0.984)  -0.1069
H (-1.013, 5.279, -7.465)  0.3766
H (-1.639, -3.689, 1.636)  0.4827
H (-1.380, 2.842, -1.322)  0.0141
H (-2.190, -3.129, 6.315)  0.4425
H (5.400, 6.090, -1.302)  0.4537
H (4.526, 4.696, -3.368)  0.2526
H (3.104, -4.643, -1.654)  -0.0235
H (0.356, -2.911, 0.340)  0.5876
H (-3.694, 5.280, 0.923)  0.4087
H (-3.652, 3.213, -6.017)  0.1869
H (-0.923, -4.327, -2.187)  0.2536
H (-2.798, 1.002, 1.418)  0.1696
H (4.011, 5.405, 2.317)  0.2892
H (-1.616, -5.517, 2.961)  0.0415
H (-1.007, 4.965, -4.449)  0.1458
H (0.584, 1.867, 4.834)  0.3629
H (-5.936, 2.272, 0.793)  0.3629
H (-0.817, 5.180, -1.015)  -0.5012
H (4.243, -0.400, -0.610)  -0.7824
H (2.689, 3.649, 1.318)  -0.7083
H (4.790, -0.431, -3.697)  0.3622
H (2.523, 5.995, -3.537)  0.3654
H (0.988, -8.014, -0.759)  0.3963
H (-0.498, 8.181, -1.859)  0.3843
H (-2.654, -4.229, 3.021)  0.6167
H (6.194, 0.061, 1.177)  0.0563
H (4.212, -2.044, 3.828)  0.3449
H (-3.111, -3.549, 9.608)  0.2248
H (-4.901, -3.211, 3.230)  0.3755
H (2.331, -3.658, 1.120)  0.1767
H (6.924, -0.366, 2.670)  0.4127
H (3.040, 2.014, -4.545)  0.1502
H (0.281, 4.864, 2.510)  0.2509
H (-0.717, -7.593, 0.910)  0.1369
H (1.682, -5.074, 2.355)  -0.3632
H (-2.737, -9.928, 2.572)  0.2558
H (4.157, 0.902, -2.687)  -0.2084
H (-1.323, -9.790, 1.527)  0.2883
H (-4.863, 2.857, -3.153)  0.3932
H (-2.301, -6.751, 0.958)  0.3014
H (4.674, -4.395, -2.466)  0.4095
H (-2.110, -0.034, 3.207)  -0.3597
H (4.722, -1.874, 2.176)  -0.0490
H (-1.918, -0.859, -2.754)  0.1827
H (-6.927, 4.367, 1.221)  0.2945
H (0.395, -2.839, 2.094)  -1.8705
H (-0.517, 6.787, -2.885)  0.1978
H (5.979, 1.707, 3.684)  0.3898
H (-1.944, 7.219, -2.024)  0.3042
H (0.674, -1.471, -3.788)  -0.3025
H (0.130, 0.642, 3.674)  -0.1168
H (4.240, -3.483, 2.728)  0.2462
H (-3.028, -0.071, 4.652)  0.3687
H (-1.042, 0.866, -6.099)  0.3738
H (5.660, 4.428, -1.418)  0.3589
H (-3.409, 5.450, -5.542)  0.2244
H (-4.292, 7.418, -8.508)  0.2528
H (2.499, 3.693, -1.338)  -0.8717
H (-4.208, 5.883, -0.647)  0.3618
H (2.511, 6.439, -1.940)  0.2575
H (-4.440, 0.344, 1.150)  0.5746
H (2.322, -6.266, 3.453)  0.5388
H (-3.257, -5.792, 7.057)  0.3622
H (3.133, -7.097, 1.464)  0.5360
H (6.669, 0.158, -2.170)  0.3458
H (-2.934, -9.034, 1.040)  0.3170
H (1.653, -8.030, 1.475)  0.4366
H (5.631, -2.332, -0.437)  0.2870
H (1.088, 5.868, 0.278)  0.1962
H (-3.110, -1.462, 3.466)  0.7778
H (-0.036, -2.400, -5.190)  0.4935
H (-1.176, -6.831, 6.001)  0.3324
H (1.708, 3.764, 4.206)  0.5909
H (-0.090, 1.259, -4.658)  -0.2481
H (-3.248, -1.879, 2.418)  -0.7237
H (1.832, 3.160, -5.271)  0.1676
H (-3.791, -2.465, 0.752)  0.5905
H (0.234, -4.397, -3.522)  0.3903
H (-3.081, -4.709, 1.464)  -0.1321
H (7.420, 1.195, 1.899)  0.2813
H (0.650, -0.894, -0.985)  -0.4291
H (-1.998, -0.933, -5.097)  0.6181
H (1.734, 0.519, 4.267)  0.2643
H (3.635, 2.759, -2.248)  -0.9811
H (-4.642, 3.039, 1.811)  0.2740
H (4.600, 1.901, 1.247)  0.1305
H (-0.475, -3.299, 6.383)  0.3220
H (3.268, -0.669, -2.951)  -0.0159
H (0.364, 1.714, 0.456)  -0.6333
H (-3.975, 4.121, -7.343)  0.3278
H (0.909, -0.555, 1.910)  -0.4561
H (-0.754, -5.058, 4.638)  -0.3374
H (4.661, -4.509, -0.705)  0.3898
H (2.848, -2.153, 0.435)  -0.8710
H (-2.154, 3.659, -4.396)  -0.2451
H (2.592, -7.494, -1.243)  0.2978
H (-0.933, 3.616, -5.586)  0.1149
H (0.246, 3.443, -1.200)  -0.5410
H (-2.872, 1.017, -4.162)  0.1974
H (3.445, 3.668, -4.908)  0.4173
H (-1.706, -3.011, 3.593)  -1.2679
H (3.096, 2.741, 3.608)  0.1345

Values from the calculation:
**Energy**: -100199.94184 eV
**Lowest unoccupied orbital energy**: 0.3600 eV
**Charge**: 0
**Orbital gap**: 8.81 eV
**Max |F|**: 2.84 eV Å⁻¹
**E_HOMO**: -8.446 eV

Asked for energy above the lowest of the compared OMol25 structures with the same formula, charge and spin across the records above, the calculation gives 0.0 71.5 7.8 kcal/mol in order.